No. 1
ORCA calculation (ωB97M-V/def2-TZVPD) on an isolated molecule of C3H2NP.

Calculated values
ΔE to the lowest compared entry with this formula, charge and spin: 108.7 kJ/mol
frontier orbital gap: 9.406 eV
electronic energy: -511.4867 a.u.
LUMO: -0.27 eV

CARTESIAN COORDINATES (ANGSTROEM)
N1 -2.7761 -1.2942 1.0627
C1 -1.9482 -0.5103 0.9400
P1 -0.2032 0.4870 0.8324
C2 1.0920 -0.2458 -0.2524
C3 0.9629 0.9378 -0.7802
H1 1.7344 -1.1009 -0.3347
H2 1.1382 1.7263 -1.4679

=====

No. 2
ORCA calculation (ωB97M-V/def2-TZVPD) on a structure of composition C10H15CeClI2N2O2P.

Calculated values
frontier orbital gap (spin up / spin down): 2.319 / 2.325 eV
charge: +3
electronic energy: -2521.0113 a.u.
LUMO (spin up / spin down): -14.84 / -14.84 eV

CARTESIAN COORDINATES (ANGSTROEM)
I1 -3.7618 1.1660 -2.9174
I2 -1.2274 -0.4630 -3.9346
Ce1 -1.2198 0.0430 -1.0782
P1 -2.2764 -2.2621 0.3264
C1 -2.0696 -4.0287 -0.0506
C2 -2.9338 -2.4020 2.0695
H1 -4.2656 -0.8964 -0.2780
H2 -4.6290 -2.7131 -0.2086
H3 -3.7339 -1.9601 -1.6459
C3 -3.9273 -1.9185 -0.5543
H4 -3.2289 -1.3931 2.4079
H5 -3.7929 -3.1058 2.1230
H6 -2.9674 -4.6246 0.1966
H7 -1.2119 -4.3885 0.5264
H8 -2.1055 -2.7653 2.7004
H9 -1.8324 -4.1156 -1.1153
C4 0.4895 -1.9946 -0.8797
O1 1.2350 -2.8540 -1.0718
Cl1 -2.4694 1.1605 0.9369
N1 5.1430 4.1465 -0.3915
C5 4.3185 3.8057 0.6581
O2 4.4912 4.3251 1.7567
C6 3.2133 2.7872 0.3958
C7 2.9662 2.1682 -0.8450
C8 1.8784 1.3069 -1.0064
N2 0.9411 1.0772 -0.0333
C9 1.2742 1.5582 1.2276
C10 2.3351 2.4268 1.4550
H10 5.8916 4.7951 -0.2588
H11 5.0548 3.7708 -1.3208
H12 3.5587 2.3975 -1.7431
H13 1.7531 0.7953 -1.9854
H14 0.6475 1.2715 2.0836
H15 2.4620 2.8842 2.4548

=====

No. 3
ORCA calculation (ωB97M-V/def2-TZVPD) on a cluster of 2 separate species, C2HCl3O2S in total.

Calculated values
ΔE to the lowest compared entry with this formula, charge and spin: 20.1 kJ/mol
frontier orbital gap: 8.936 eV
electronic energy: -2005.9954 a.u.
LUMO: -0.75 eV

CARTESIAN COORDINATES (ANGSTROEM)
C1 1.0262 -0.2852 0.2835
C2 0.0396 -1.1989 0.5379
O1 -0.3195 2.5983 -0.6456
O2 -1.7745 0.7307 -0.0834
S1 -0.9184 1.4032 -1.0675
Cl1 -0.8261 -1.9432 -0.6365
Cl2 1.4275 -0.1239 -1.4438
Cl3 -0.3208 -1.5550 2.1784
H1 1.6660 0.3738 0.8769

=====

No. 4
ORCA calculation (ωB97M-V/def2-TZVPD) on a cluster of 3 separate species, C3H13NO3 in total.

Calculated values
ΔE to the lowest compared entry with this formula, charge and spin: 231.1 kJ/mol
frontier orbital gap (spin up / spin down): 11.418 / 5.586 eV
<S²>: 0.7547
charge: +1
electronic energy: -402.1996 a.u.
LUMO (spin up / spin down): -3.45 / -9.21 eV
multiplicity: 2

CARTESIAN COORDINATES (ANGSTROEM)
C1 0.9791 -0.0604 0.7039
C2 1.3103 -1.2497 -0.1694
C3 0.6362 -1.1549 -1.5298
O1 -0.7814 -1.0889 -1.4459
N1 0.3675 -0.6189 1.9556
H1 0.2317 0.5904 0.2499
H2 1.8625 0.5250 0.9609
H3 0.8332 -2.2322 0.1782
H4 2.3477 -1.6145 -0.1206
H5 0.8350 -2.0224 -2.1347
H6 0.9940 -0.3140 -2.1254
H7 -1.1013 -0.5078 -0.7388
H8 1.0381 -1.2439 2.4236
H9 -0.4038 -1.2188 1.6165
H10 -0.1452 3.0483 -1.2290
H11 -1.6495 2.9492 -1.4052
O2 -0.9522 2.8219 -0.7618
H12 -1.8500 1.3954 0.4940
H13 -2.0637 0.9948 1.9632
O3 -2.4881 1.0013 1.1147

=====

No. 5
ORCA calculation (ωB97M-V/def2-TZVPD) on a cluster of 2 separate species, C8H13ClN3 in total.

Calculated values
ΔE to the lowest compared entry with this formula, charge and spin: 23.1 kJ/mol
frontier orbital gap: 9.149 eV
charge: +1
electronic energy: -936.9084 a.u.
LUMO: -2.92 eV

CARTESIAN COORDINATES (ANGSTROEM)
C1 2.2669 0.9400 -0.7108
N1 3.2965 1.7872 -0.6502
N2 1.2439 1.0826 0.1244
N3 2.2723 -0.0481 -1.6131
C2 1.1576 2.1303 1.1366
H1 3.2954 2.5437 0.0385
H2 4.0862 1.6806 -1.2917
H3 0.4716 0.4158 0.0505
H4 1.4850 -0.6994 -1.6624
H5 3.0633 -0.1524 -2.2534
H6 0.2063 2.0080 1.6814
H7 1.1742 3.1334 0.6783
H8 1.9882 2.0597 1.8589
Cl1 -0.9786 -3.0420 -2.0833
C3 -2.7303 -0.6322 1.3081
C4 -1.9111 -1.7277 1.5780
C5 -3.0063 -0.2841 -0.0149
C6 -1.3656 -2.4778 0.5356
C7 -2.4692 -1.0231 -1.0677
C8 -1.6520 -2.1157 -0.7790
H9 -3.1566 -0.0459 2.1328
H10 -1.6891 -2.0082 2.6161
H11 -3.6506 0.5773 -0.2354
H12 -0.7191 -3.3425 0.7354
H13 -2.6788 -0.7595 -2.1127

=====

No. 6
ORCA calculation (ωB97M-V/def2-TZVPD) on an isolated molecule of C5H7FO2.

Calculated values
ΔE to the lowest compared entry with this formula, charge and spin: 168.8 kJ/mol
frontier orbital gap: 9.942 eV
electronic energy: -444.9692 a.u.
LUMO: 0.87 eV

CARTESIAN COORDINATES (ANGSTROEM)
C1 -0.7754 -0.8305 -1.9081
C2 -0.5295 -0.4187 -0.5361
C3 -1.0911 -1.1523 0.4637
F1 -0.7129 -0.9332 1.7839
O1 0.4905 0.4732 -0.5976
C4 1.3429 0.7012 0.5067
C5 0.7995 1.6323 1.5075
O2 1.3691 1.7929 2.5490
H1 0.2851 -0.9167 -2.3577
H2 -1.5233 -1.7054 -1.9548
H3 -1.2749 -0.0294 -2.3309
H4 -1.9180 -1.8168 0.4049
H5 1.3415 -0.2447 0.9518
H6 2.3303 1.1408 0.2148
H7 -0.1337 2.3073 1.3030

=====

Number 1: molecular weight 83.03 g/mol, strongest force on any atom 3.370 eV/A. Number 2: molecular weight 655.59 g/mol, strongest force on any atom 5.187 eV/A. Number 3: molecular weight 195.45 g/mol, strongest force on any atom 4.050 eV/A. Number 4: molecular weight 111.14 g/mol, strongest force on any atom 3.954 eV/A. Number 5: molecular weight 186.67 g/mol, strongest force on any atom 0.853 eV/A. Number 6: molecular weight 118.11 g/mol, strongest force on any atom 3.148 eV/A.